A molecular structure, C11H4HgN3O4S2. Source: the Open Molecules 2025 dataset; level of theory: wB97M-V/def2-TZVPD.

The geometry in ORCA input format:
```
! RIJCOSX wB97M-V def2-TZVPD def2/J DEFGRID3
* xyz -2 2
Hg -0.37198 -0.04535 0.97672
S -1.11837 2.53781 1.23027
C -1.15945 2.56393 -0.50317
S -0.71452 1.17865 -1.42179
C -1.55946 3.73770 -1.15105
C -1.94712 4.90999 -0.44409
N -2.27535 5.89019 0.07244
C -1.63715 3.83659 -2.56845
N -1.70459 3.97323 -3.71379
O 4.25886 -1.53086 1.13994
C 3.11044 -1.50730 0.66958
O 2.04705 -1.10411 1.20006
C 2.97261 -2.07820 -0.75426
C 1.94047 -1.68647 -1.59747
C 1.82874 -2.19980 -2.88531
C 2.73373 -3.14077 -3.34419
C 3.75599 -3.52408 -2.48681
C 3.90511 -3.00027 -1.21512
N 4.72413 -4.52529 -2.96375
O 5.64948 -4.83102 -2.23596
O 4.57617 -4.98299 -4.08706
H 1.22497 -0.95903 -1.23694
H 1.02690 -1.86217 -3.52975
H 2.66527 -3.57148 -4.33127
H 4.72820 -3.27893 -0.57438
*
```

Output
**HOMO energy (spin up / spin down)**: -0.0525 / -0.0829 Ha
**Kohn-Sham gap (spin up / spin down)**: 5.4 / 6.2 eV

17 unconnected molecules or ions with the total composition C11H51FNO19P in a non-equilibrium geometry. Source: the Open Molecules 2025 dataset; level of theory: wB97M-V/def2-TZVPD.

The geometry in ORCA input format:
```
! RIJCOSX wB97M-V def2-TZVPD def2/J DEFGRID3
* xyz 0 1
C 0.42516 0.52767 1.54599
C -0.67492 1.15577 0.51024
P -0.98957 0.17109 -1.07989
C -2.43346 -1.07318 -0.93294
C -2.27863 -2.16117 0.29407
C 0.57393 -0.59143 -1.85331
F 0.06562 -1.47692 -2.97198
C 1.36635 -1.67358 -0.84896
C 2.10820 -2.89188 -1.67446
C 2.01751 -4.39904 -0.96538
N 2.79289 -2.77110 -2.85771
O 1.47284 0.37161 -2.51344
C 2.11600 1.29835 -1.59673
O 3.16241 1.07914 -0.79764
C 1.52275 2.86259 -1.58686
C 1.98114 3.65983 -0.19882
O 1.33063 4.79776 0.17096
H 0.17595 -0.60198 1.72426
H 1.53489 0.60586 1.18473
H 0.36531 1.11937 2.57848
H -0.40281 2.30649 0.34708
H -1.70893 1.18402 1.10529
H -2.67577 -1.65440 -1.94595
H -3.42081 -0.45345 -0.69432
H -1.54409 -1.81554 1.13788
H -1.90407 -3.17519 -0.16148
H -3.31865 -2.36082 0.80967
H 2.03830 -1.14801 -0.04852
H 0.48487 -2.19501 -0.23736
H 1.57671 -4.31949 0.14052
H 1.39577 -5.16531 -1.61667
H 3.14657 -4.74096 -0.81774
H 2.76251 -1.78204 -3.13239
H 0.36161 2.90876 -1.72449
H 2.02247 3.42070 -2.49348
H 2.82662 3.30259 0.52724
O -0.93835 -5.91188 -2.44866
H -0.31445 -5.35195 -2.93467
H -0.89413 -6.76427 -2.90721
O 3.19388 1.29667 -5.10926
H 2.54762 1.08655 -4.41848
H 3.96480 1.61856 -4.61847
O 1.36200 -3.12874 1.63525
H 0.71574 -3.33887 2.32602
H 2.13292 -2.80686 2.12603
O 2.65473 -0.22734 3.74059
H 2.30711 0.58684 4.13459
H 2.90807 0.03641 2.84334
O -2.99231 2.49327 1.79408
H -3.63333 3.06894 1.35060
H -2.44500 3.10514 2.30872
O 4.54894 1.37872 2.33489
H 4.45371 1.63181 1.40438
H 5.44732 1.01990 2.38914
O -4.71490 2.43718 -0.81720
H -4.81013 2.69027 -1.74772
H -3.81651 2.07836 -0.76296
O 0.34895 0.27767 -6.34623
H -0.29731 0.06755 -5.65545
H 1.11987 0.59956 -5.85545
O -0.79885 3.84269 3.92163
H -1.44512 3.63257 4.61240
H -0.02793 4.16458 4.41241
O 5.19797 -5.46593 -2.51848
H 4.55695 -4.89026 -2.96196
H 5.74528 -4.85406 -2.00384
O 0.80266 0.81680 6.03071
H 1.25917 -0.03641 6.08180
H 0.37121 0.90350 6.89392
O -0.44415 5.04174 -2.72682
H -1.26426 5.55459 -2.66871
H 0.11405 5.41278 -2.02715
O -1.79002 -0.27901 7.00512
H -2.37734 -0.25654 6.23471
H -2.39449 -0.24209 7.76145
O -5.19663 4.25928 1.04004
H -5.78395 4.28175 0.26963
H -5.80111 4.29619 1.79638
O -4.57713 -1.11523 2.48942
H -5.23164 -1.46172 3.11436
H -4.79483 -0.17361 2.42052
O -2.68253 -1.86351 -4.13101
H -2.77775 -1.61042 -5.06152
H -1.78414 -2.22233 -4.07677
*
```

Output
**HOMO energy**: -0.2848 Ha
**Kohn-Sham gap**: 7.3 eV

A molecular structure, C11H5F9N4O8S4Ti in a non-equilibrium geometry. Source: the Open Molecules 2025 dataset; level of theory: wB97M-V/def2-TZVPD.

The geometry in ORCA input format:
```
! RIJCOSX wB97M-V def2-TZVPD def2/J DEFGRID3
* xyz -2 1
Ti 0.45976 0.56546 -0.38877
F 1.53806 0.14648 3.82507
C 0.81841 1.20989 3.48066
F 0.42006 1.81853 4.61373
F 1.59050 2.06020 2.82333
S -0.69146 0.64931 2.52941
O -0.14921 -0.13966 1.41291
O -1.36397 -0.11656 3.53189
N -1.41055 1.95870 2.12031
S -1.61715 2.25546 0.51974
O -1.82765 3.61176 0.10726
O -1.54370 1.12409 -0.44680
C -3.47470 1.82093 0.86161
F -3.52491 0.52856 1.30524
F -4.10376 2.55759 1.78881
F -4.26324 1.83530 -0.24037
S 2.72052 0.21678 0.66204
C 3.55055 -1.05480 -0.20403
C 4.88977 -0.78197 -0.58208
N 5.99903 -0.57501 -0.84000
C 3.02938 -2.30974 -0.47661
S 1.72109 -3.00980 0.36484
C 3.67300 -3.14129 -1.44601
N 4.14885 -3.85860 -2.21307
O 0.30925 2.30845 0.48611
O 0.69744 2.27627 -0.87675
C -2.98802 -3.06274 0.60933
C -2.96102 -2.26180 -0.70057
C -1.66524 -1.63145 -0.86522
N -0.59638 -1.23762 -0.95260
H -3.94582 -3.57238 0.71205
H -2.84745 -2.39389 1.45768
H -2.18479 -3.79838 0.61850
H -3.72405 -1.48187 -0.69219
H -3.12659 -2.91027 -1.56231
F 1.77501 3.13099 -3.50319
C 2.20842 1.90827 -3.16428
F 3.07710 2.03952 -2.16835
F 2.91576 1.44290 -4.22526
C 1.04503 0.89823 -2.83775
O 0.02343 0.96798 -3.47855
O 1.39921 0.00619 -1.96576
*
```

Output
**HOMO energy**: -0.0472 Ha
**Kohn-Sham gap**: 5.6 eV

A molecular structure, C11H6CdF6N2O4S3Te4 in a non-equilibrium geometry. Source: the Open Molecules 2025 dataset; level of theory: wB97M-V/def2-TZVPD.

The geometry in ORCA input format:
```
! RIJCOSX wB97M-V def2-TZVPD def2/J DEFGRID3
* xyz -2 1
Cd 0.15988 0.62937 -0.57164
S -3.94424 2.48129 -1.49670
C -2.86749 3.79992 -1.29124
C -1.57666 3.39078 -1.15619
C -1.40338 1.97538 -1.23213
C -2.61596 1.36111 -1.39343
C -2.81679 -0.09036 -1.43000
C -4.07942 -0.68830 -1.49007
C -4.17705 -2.06467 -1.52004
C -3.02020 -2.83301 -1.49628
C -1.80822 -2.16847 -1.43468
N -1.70533 -0.84273 -1.40418
H -3.25021 4.80906 -1.28174
H -0.75301 4.07941 -1.01924
H -4.96624 -0.06874 -1.50059
H -5.15063 -2.53827 -1.55670
H -3.05128 -3.91326 -1.51541
H -0.87128 -2.71391 -1.40880
Te 2.43770 2.58051 0.01869
Te 5.13462 2.22401 0.24854
Te 8.42588 4.72511 0.40787
Te 5.76855 4.81274 0.94478
F 0.09675 -0.23833 4.41314
C 0.74682 -0.86500 3.41646
F 1.67099 -1.65313 3.97069
F -0.14470 -1.65272 2.79504
S 1.48652 0.39121 2.27018
O 0.24535 0.96425 1.75861
O 2.35669 1.09102 3.14506
N 2.09625 -0.73253 1.36638
S 2.66405 -1.15576 -0.00201
O 4.07012 -1.07770 -0.20594
O 1.82826 -0.79320 -1.15231
C 2.32113 -2.95692 0.17883
F 1.01579 -3.18819 0.38158
F 3.00338 -3.48701 1.18922
F 2.67337 -3.59295 -0.94575
*
```

Output
**HOMO energy**: -0.0117 Ha
**Kohn-Sham gap**: 3.7 eV